Record 1
Density functional theory data (the ωB97M-V functional and the def2-TZVPD basis) for a structure of composition C20H61F2N6O12PbS2 in a non-equilibrium geometry.

The geometry in ORCA input format:
```
! wB97M-V def2-TZVPD RIJCOSX def2/J DEFGRID3
* xyz 0 2
Pb 1.940 0.936 -2.721
N 0.568 0.845 -0.643
S 0.227 -0.261 0.438
O -0.897 -1.142 0.197
O 0.599 -0.077 1.839
F 1.389 -1.240 -0.111
S -0.678 1.884 -0.098
O -0.487 2.533 1.188
O -2.067 1.650 -0.619
F -0.251 3.154 -1.023
O -2.666 0.876 -3.488
H -2.467 0.160 -2.884
H -3.615 0.982 -3.430
O -0.391 2.256 -3.560
H -1.184 1.801 -3.276
H -0.698 2.900 -4.198
O -2.399 -1.626 -2.424
H -2.232 -1.664 -1.482
H -2.679 -2.511 -2.655
C 1.374 -3.469 4.214
C 0.452 -4.359 3.355
C -0.396 -5.261 4.280
O 0.403 -6.092 5.131
C -0.403 -6.820 6.018
N -0.297 -3.465 2.417
H 2.193 -4.037 4.654
H 0.856 -3.029 5.066
H 1.766 -2.580 3.719
H 1.129 -5.005 2.797
H -1.112 -5.783 3.646
H -1.110 -4.654 4.836
H -0.535 -6.204 6.908
H 0.081 -7.692 6.459
H -1.415 -7.033 5.674
H 0.420 -2.762 2.309
H -0.393 -3.905 1.512
C 1.636 -5.702 -0.132
C 3.042 -5.152 0.157
C 4.006 -5.408 -0.917
O 5.247 -4.790 -0.721
C 6.394 -5.514 -0.239
N 2.963 -3.759 0.515
H 1.208 -5.310 -1.055
H 0.786 -5.453 0.504
H 1.616 -6.776 -0.316
H 3.392 -5.681 1.043
H 3.717 -4.915 -1.845
H 4.107 -6.488 -1.016
H 6.391 -6.449 -0.799
H 6.369 -5.673 0.838
H 7.288 -4.941 -0.488
H 2.487 -3.315 -0.258
H 3.891 -3.365 0.462
C -4.428 1.239 1.700
C -5.146 -0.071 1.517
C -4.540 -0.937 0.382
O -5.350 -2.099 0.324
C -4.665 -3.308 -0.257
N -5.070 -0.723 2.816
H -3.348 1.123 1.601
H -4.586 1.773 2.638
H -4.605 1.870 0.829
H -6.208 0.111 1.350
H -3.500 -1.217 0.548
H -4.578 -0.308 -0.508
H -4.193 -3.026 -1.198
H -5.368 -4.133 -0.372
H -3.816 -3.741 0.271
H -5.382 -1.631 2.503
H -4.118 -1.043 2.920
C 5.327 2.732 -1.164
C 3.950 2.969 -0.484
C 3.064 3.969 -1.359
O 2.621 3.364 -2.619
C 2.111 4.298 -3.585
N 3.311 1.686 -0.451
H 6.096 2.883 -0.405
H 5.531 3.410 -1.993
H 5.452 1.794 -1.705
H 4.102 3.327 0.534
H 3.582 4.902 -1.581
H 2.121 4.228 -0.877
H 2.839 4.909 -4.120
H 1.286 4.919 -3.236
H 1.562 3.740 -4.343
H 2.375 1.825 -0.097
H 3.728 1.319 0.392
C -3.097 7.695 -2.726
C -1.570 7.760 -2.464
C -1.001 6.649 -1.584
O -1.393 6.965 -0.293
C -1.782 5.877 0.570
N -0.887 7.526 -3.715
H -3.740 7.700 -1.845
H -3.442 6.801 -3.246
H -3.495 8.497 -3.348
H -1.446 8.721 -1.964
H 0.079 6.760 -1.678
H -1.153 5.608 -1.868
H -2.510 6.201 1.314
H -0.858 5.560 1.054
H -2.201 4.966 0.143
H 0.045 7.902 -3.612
H -1.273 8.042 -4.493
*
```

The highest occupied orbital energy (alpha / beta) comes out at -5.767 / -8.868 eV. The calculation puts the LUMO energy (alpha / beta) at -0.61 / -0.68 eV. As for the orbital gap (alpha / beta): 5.16 / 8.19 eV.

---

Record 2
Density functional theory data (the ωB97M-V functional and the def2-TZVPD basis) for an isolated molecule of C6H7P in a non-equilibrium geometry.

The geometry in ORCA input format:
```
! wB97M-V def2-TZVPD RIJCOSX def2/J DEFGRID3
* xyz 0 1
C -0.116 1.541 0.026
C -1.118 0.526 -0.015
C 1.747 -0.273 -0.138
C -2.414 0.783 -0.112
C 2.593 -1.262 -0.073
C -0.739 -0.908 0.213
P 1.629 1.449 0.059
H -0.308 2.647 0.042
H -3.095 0.050 -0.214
H -2.693 1.870 -0.090
H 3.595 -1.422 0.389
H 2.449 -2.296 -0.512
H -1.011 -1.283 1.112
H -0.518 -1.423 -0.685
*
```

The highest occupied orbital energy (alpha / beta) comes out at -8.056 / -7.707 eV. The energy above the lowest of the compared OMol25 structures with the same formula, charge and spin is 6.121 eV. The calculation puts the LUMO energy (alpha / beta) at -0.64 / -0.52 eV. As for the orbital gap (alpha / beta): 7.42 / 7.19 eV.

---

Record 3
Density functional theory data (the ωB97M-V functional and the def2-TZVPD basis) for an isolated molecule of C21H22N2O2 in a non-equilibrium geometry.

The geometry in ORCA input format:
```
! wB97M-V def2-TZVPD RIJCOSX def2/J DEFGRID3
* xyz 0 1
C 8.092 -0.900 -0.406
C 6.658 -0.547 -0.146
C 6.286 0.762 0.104
C 4.944 1.021 0.337
C 3.969 0.005 0.330
C 4.359 -1.308 0.077
C 5.691 -1.562 -0.156
H 6.012 -2.574 -0.356
H 3.633 -2.109 0.059
C 2.731 0.668 0.615
C 3.047 1.980 0.755
O 4.371 2.217 0.599
H 2.428 2.832 0.957
C 1.378 0.047 0.688
C 0.513 0.501 -0.490
O 0.868 1.372 -1.257
N -0.670 -0.144 -0.645
C -1.301 -1.063 0.269
H -0.621 -1.364 1.063
C -2.558 -0.426 0.883
N -3.452 -0.039 -0.183
C -4.822 0.048 0.049
C -5.700 0.109 -1.038
C -7.066 0.142 -0.846
C -7.599 0.105 0.432
C -6.743 0.037 1.515
C -5.372 0.014 1.332
H -4.733 -0.014 2.201
H -7.141 0.013 2.519
H -8.668 0.128 0.580
H -7.721 0.187 -1.704
H -5.308 0.110 -2.044
C -2.820 0.906 -1.083
H -3.515 1.199 -1.867
C -1.574 0.270 -1.699
H -1.048 0.986 -2.332
H -1.858 -0.608 -2.288
H -2.517 1.813 -0.534
H -3.047 -1.168 1.514
H -2.259 0.436 1.503
H -1.603 -1.955 -0.293
H 0.878 0.343 1.615
H 1.481 -1.039 0.670
H 7.010 1.562 0.116
H 8.720 -0.013 -0.392
H 8.455 -1.595 0.350
H 8.193 -1.383 -1.377
*
```

The highest occupied orbital energy comes out at -7.994 eV. The energy above the lowest of the compared OMol25 structures with the same formula, charge and spin is 1.506 eV. The calculation puts the LUMO energy at 0.61 eV. As for the orbital gap: 8.60 eV.

---

Record 4
Density functional theory data (the ωB97M-V functional and the def2-TZVPD basis) for a cluster of 2 separate species, C5H8BrOS in total in a non-equilibrium geometry.

The geometry in ORCA input format:
```
! wB97M-V def2-TZVPD RIJCOSX def2/J DEFGRID3
* xyz -1 1
C 0.384 2.769 1.005
C 1.127 -2.016 -0.132
C -1.334 0.679 -0.885
C 0.030 -1.018 0.313
C -0.815 -0.553 -0.799
O 1.479 2.450 0.513
S -0.554 1.937 2.072
Br -1.372 -1.886 -2.169
H 2.061 -1.530 -0.790
H 0.715 -3.077 -0.519
H 1.665 -2.330 0.806
H -1.004 1.418 -0.163
H -0.090 3.760 0.566
H -1.987 0.929 -1.759
H 0.302 0.000 0.878
H -0.605 -1.533 1.061
*
```

The highest occupied orbital energy comes out at -3.891 eV. The energy above the lowest of the compared OMol25 structures with the same formula, charge and spin is 0.801 eV. The calculation puts the LUMO energy at 2.98 eV. As for the orbital gap: 6.87 eV.

---

Record 5
Density functional theory data (the ωB97M-V functional and the def2-TZVPD basis) for an isolated molecule of C4H6OS in a non-equilibrium geometry.

The geometry in ORCA input format:
```
! wB97M-V def2-TZVPD RIJCOSX def2/J DEFGRID3
* xyz 0 1
C 0.000 -1.840 0.093
C 1.612 -0.012 0.434
C -0.730 0.713 -0.022
C 0.344 -0.350 -0.294
O -1.127 -2.153 0.194
S 3.158 -0.553 0.041
H 0.808 -2.449 0.247
H 1.369 0.725 1.297
H -0.549 1.539 0.654
H -1.808 0.214 0.200
H -0.847 1.190 -1.008
H 0.373 -0.434 -1.405
*
```

The highest occupied orbital energy comes out at -9.034 eV. The energy above the lowest of the compared OMol25 structures with the same formula, charge and spin is 2.227 eV. The calculation puts the LUMO energy at -0.78 eV. As for the orbital gap: 8.26 eV.

---

Record 6
Density functional theory data (the ωB97M-V functional and the def2-TZVPD basis) for a structure of composition C39H37N5O2SSiZn in a non-equilibrium geometry.

The geometry in ORCA input format:
```
! wB97M-V def2-TZVPD RIJCOSX def2/J DEFGRID3
* xyz -2 1
Zn -19.682 6.214 -13.166
C -18.112 1.253 -13.462
Si -19.548 0.990 -12.276
C -20.498 -0.596 -12.560
C -18.966 1.414 -10.549
C -20.922 2.296 -12.642
C -22.202 1.987 -13.101
C -23.080 3.062 -13.270
C -22.639 4.412 -13.050
N -21.412 4.683 -12.797
C -20.505 3.674 -12.608
S -18.879 4.170 -12.256
H -17.209 1.595 -12.928
H -18.286 1.936 -14.346
H -17.917 0.214 -13.933
H -19.645 -1.297 -12.396
H -20.711 -0.583 -13.686
H -21.335 -0.863 -11.879
H -19.818 1.433 -9.822
H -18.551 2.394 -10.651
H -18.303 0.664 -10.061
H -22.481 1.010 -13.360
H -24.041 2.879 -13.722
H -23.343 5.241 -13.056
O -20.372 6.311 -2.790
C -19.241 5.579 -2.765
O -18.952 4.912 -1.795
C -18.379 5.552 -3.981
C -17.925 4.409 -4.580
C -17.310 4.472 -5.846
C -16.957 5.724 -6.410
C -17.316 6.901 -5.689
C -18.001 6.782 -4.466
N -16.316 5.684 -7.579
C -15.908 6.689 -8.276
C -15.439 6.604 -9.678
C -15.748 7.703 -10.482
C -15.266 7.753 -11.819
C -14.438 6.758 -12.295
C -14.180 5.753 -11.352
N -14.688 5.640 -10.166
H -20.419 7.003 -3.477
H -18.219 3.502 -4.054
H -17.066 3.563 -6.408
H -17.139 7.836 -6.243
H -18.254 7.709 -3.974
H -16.058 7.754 -7.892
H -16.386 8.520 -10.084
H -15.579 8.538 -12.492
H -13.924 6.647 -13.226
H -13.515 4.892 -11.539
N -20.234 7.552 -11.933
C -20.216 7.470 -10.659
C -20.049 6.329 -9.728
C -19.767 6.574 -8.399
C -19.774 7.845 -7.843
C -20.112 8.980 -8.663
C -20.388 8.788 -10.008
H -20.219 5.346 -10.100
H -19.308 5.744 -7.850
H -19.494 8.044 -6.836
H -20.194 9.989 -8.238
H -20.495 9.665 -10.723
C -18.420 3.171 -17.368
C -17.482 4.097 -17.033
C -17.809 5.115 -16.134
C -19.148 5.329 -15.798
C -20.172 4.354 -16.088
C -19.812 3.329 -16.969
N -19.503 6.408 -15.051
C -19.220 7.626 -15.548
C -18.719 7.851 -16.864
C -19.056 9.053 -17.516
C -19.479 10.156 -16.759
C -19.701 10.017 -15.370
C -19.590 8.801 -14.777
H -18.179 2.303 -17.881
H -16.478 4.063 -17.553
H -17.055 5.949 -15.973
H -21.171 4.484 -15.720
H -20.527 2.716 -17.492
H -18.088 7.099 -17.353
H -18.962 9.199 -18.581
H -19.807 11.082 -17.240
H -20.168 10.851 -14.871
H -19.889 8.640 -13.782
*
```

The highest occupied orbital energy (alpha / beta) comes out at 0.366 / 0.364 eV. The energy above the lowest of the compared OMol25 structures with the same formula, charge and spin is 0.860 eV. The calculation puts the LUMO energy (alpha / beta) at 3.61 / 3.61 eV. As for the orbital gap (alpha / beta): 3.24 / 3.25 eV.

---

Record 7
Density functional theory data (the ωB97M-V functional and the def2-TZVPD basis) for a cluster of 2 separate species, CH3NOS in total in a non-equilibrium geometry.

The geometry in ORCA input format:
```
! wB97M-V def2-TZVPD RIJCOSX def2/J DEFGRID3
* xyz 0 1
C -0.533 0.177 0.399
N -0.052 -0.822 -0.302
O 2.159 0.714 -0.200
S 1.351 -0.192 0.564
H -0.888 1.570 -0.693
H -1.494 0.222 0.942
H -0.543 -1.669 -0.709
*
```

The highest occupied orbital energy comes out at -8.571 eV. The energy above the lowest of the compared OMol25 structures with the same formula, charge and spin is 5.792 eV. The calculation puts the LUMO energy at 0.10 eV. As for the orbital gap: 8.67 eV.

---

Record 8
Density functional theory data (the ωB97M-V functional and the def2-TZVPD basis) for the ion C9H19N2Si with charge +1 in a non-equilibrium geometry.

The geometry in ORCA input format:
```
! wB97M-V def2-TZVPD RIJCOSX def2/J DEFGRID3
* xyz 1 1
C -0.992 -1.009 -0.865
C -0.697 -0.532 0.480
C 1.057 0.014 -1.001
C -2.488 -2.022 1.346
C -2.405 0.473 1.704
C -0.888 -1.136 2.929
C 1.855 2.991 -1.584
C 3.235 0.383 -3.160
C -1.621 -0.867 1.650
N 0.172 -0.716 -1.566
N 0.392 0.180 0.556
Si 2.566 1.115 -1.544
H -1.750 -1.590 -1.311
H -3.249 -2.219 2.145
H -3.176 -1.885 0.558
H -1.902 -3.019 1.236
H -2.864 0.691 0.864
H -3.059 0.280 2.526
H -1.738 1.314 1.897
H -0.540 -2.212 2.955
H -0.191 -0.387 3.143
H -1.547 -1.090 3.865
H 2.455 3.779 -2.000
H 0.989 3.073 -2.344
H 1.662 3.458 -0.573
H 4.128 -0.274 -2.773
H 2.517 -0.242 -3.594
H 3.678 0.960 -3.987
H 0.294 -0.974 -2.550
H 0.801 0.514 1.395
H 3.304 0.950 -0.394
*
```

The highest occupied orbital energy comes out at -12.596 eV. The energy above the lowest of the compared OMol25 structures with the same formula, charge and spin is 3.043 eV. The calculation puts the LUMO energy at -3.34 eV. As for the orbital gap: 9.26 eV.

---

Taking the records one at a time from the top gives E_tot values of -87585.2546; -15617.5946; -29209.5257; -88239.8193; -17125.9032; -119718.1130; -15453.0170; -20490.7249 eV.